Record 1
The following is a quantum chemistry calculation of C5H12N2O3 as an isolated structure, from the Open Molecules 2025 dataset.

Properties
Spin multiplicity: 1
Charge: 0
LUMO level in eV: 0.643
DFT total energy in eV: -14498.4678
HOMO in Eh: -0.30619
Frontier orbital gap in eV: 8.975

Each line ends with the natural charge from an NBO analysis.
Atoms and positions in Å:
C1 -0.156 1.942 -0.509  -0.42
N1 -0.144 0.620 0.158  -0.26
C2 1.236 -0.005 0.278  0.59
N2 -0.917 0.587 1.366  -0.66
C3 1.577 -0.648 1.427  -0.68
O1 2.206 0.693 -0.419  -0.72
H1 2.982 0.745 0.155  0.50
H2 -0.257 0.641 2.145  0.37
H3 -1.531 1.396 1.387  0.36
H4 0.450 2.644 0.062  0.20
H5 0.255 1.856 -1.512  0.24
H6 -1.189 2.278 -0.602  0.22
H7 2.594 -1.006 1.526  0.21
H8 0.842 -1.184 2.011  0.22
C4 -1.671 -1.755 -0.385  -0.71
C5 -0.965 -0.645 -1.104  0.82
O2 0.630 -1.252 -1.242  -0.83
O3 -1.403 -0.059 -2.064  -0.64
H9 1.021 -0.792 -2.003  0.47
H10 -1.062 -2.148 0.426  0.24
H11 -2.613 -1.369 0.009  0.23
H12 -1.887 -2.539 -1.110  0.25

=====

Record 2
The following is a quantum chemistry calculation of a single C5H12N2S molecule, from the Open Molecules 2025 dataset.

Properties
Spin multiplicity: 1
Charge: 0
LUMO level in eV: 0.818
SMILES: N[C@H]1C[C@](N)(CS)C1
DFT total energy in eV: -19194.1501
HOMO in Eh: -0.32909
Frontier orbital gap in eV: 9.773

Each line ends with the natural charge from an NBO analysis.
Atoms and positions in Å:
N1 2.383 -1.332 0.054  -0.83
C1 0.988 -1.066 -0.024  -0.04
C2 0.406 -0.139 -1.164  -0.45
C3 -0.309 0.714 -0.050  0.12
N2 -0.103 2.149 -0.103  -0.83
C4 -1.855 0.512 -0.133  -0.49
S1 -2.431 -1.259 -0.099  -0.09
C5 0.394 -0.177 1.062  -0.45
H1 2.916 -0.487 0.058  0.35
H2 2.742 -1.889 -0.685  0.36
H3 0.391 -2.040 -0.071  0.20
H4 -0.194 -0.731 -1.895  0.21
H5 1.118 0.454 -1.704  0.21
H6 0.872 2.345 -0.055  0.36
H7 -0.586 2.651 0.693  0.36
H8 -2.354 1.009 0.682  0.21
H9 -2.271 0.912 -1.068  0.23
H10 -3.069 -1.319 1.091  0.13
H11 1.198 0.360 1.592  0.20
H12 -0.233 -0.666 1.819  0.22

=====

Record 3
The following is a quantum chemistry calculation of a 2-piece molecular cluster, C5H12N3 overall, from the Open Molecules 2025 dataset.

Properties
Spin multiplicity: 1
Charge: +1
LUMO level (spin up / spin down) in eV: -4.026 / -4.025
DFT total energy in eV: -9839.6098
HOMO (spin up / spin down) in Eh: -0.43582 / -0.43582
Frontier orbital gap (spin up / spin down) in eV: 7.833 / 7.834

Each line ends with the natural charge from an NBO analysis.
Atoms and positions in Å:
C1 -0.099 -1.133 -1.082  -0.27
C2 0.603 -1.179 -2.272  0.49
C3 0.480 -0.112 2.236  -0.43
C4 -0.921 1.607 0.999  -0.43
C5 0.843 0.347 0.038  0.03
N1 -1.391 -0.567 -1.221  -0.88
N2 1.604 -1.001 -2.953  -0.55
N3 0.152 0.601 1.009  -0.34
H1 -0.135 -2.023 -0.474  0.27
H2 0.044 -1.112 2.327  0.22
H3 1.588 -0.243 2.208  0.22
H4 0.256 0.425 3.207  0.25
H5 -1.963 1.220 1.129  0.24
H6 -0.769 2.465 1.826  0.24
H7 -0.882 2.100 -0.024  0.22
H8 1.773 -0.246 0.256  0.23
H9 0.816 1.012 -0.820  0.22
H10 -2.223 -0.936 -0.626  0.42
H11 1.821 -1.443 -3.879  0.44
H12 -1.599 0.217 -1.884  0.41

=====

Record 4
The following is a quantum chemistry calculation of C5H12N3 as an isolated structure, from the Open Molecules 2025 dataset.

Properties
Spin multiplicity: 1
Charge: +1
LUMO level in eV: -3.413
DFT total energy in eV: -9839.2978
HOMO in Eh: -0.48829
Frontier orbital gap in eV: 9.874

Each line ends with the natural charge from an NBO analysis.
Atoms and positions in Å:
C1 -0.401 -1.315 0.416  -0.18
C2 -1.269 -0.427 -0.019  0.08
C3 1.170 -0.686 -0.459  0.13
C4 -2.762 -0.343 0.268  -0.66
C5 1.306 1.591 0.310  -0.49
N1 0.809 0.641 -0.740  -0.27
N2 2.381 -0.832 0.313  -0.83
N3 -0.589 0.610 -0.902  -0.40
H1 -0.287 -2.045 1.092  0.23
H2 1.294 -1.093 -1.414  0.20
H3 -3.088 0.507 -0.341  0.21
H4 -3.006 -0.210 1.331  0.26
H5 -3.274 -1.244 -0.068  0.26
H6 0.548 1.582 1.073  0.20
H7 2.399 1.305 0.620  0.29
H8 1.497 2.594 -0.144  0.24
H9 2.800 -1.838 0.242  0.41
H10 2.147 -0.609 1.292  0.38
H11 -0.650 0.211 -1.969  0.46
H12 -1.026 1.601 -0.901  0.47

=====

Record 5
The following is a quantum chemistry calculation of a 2-piece molecular cluster, C5H12N3 overall, from the Open Molecules 2025 dataset.

Properties
Spin multiplicity: 1
Charge: +1
LUMO level in eV: -3.767
DFT total energy in eV: -9839.1231
HOMO in Eh: -0.48657
Frontier orbital gap in eV: 9.474

Each line ends with the natural charge from an NBO analysis.
Atoms and positions in Å:
C1 1.439 -0.359 0.341  0.63
C2 -0.401 1.157 0.005  -0.22
C3 -1.146 0.004 0.030  -0.14
C4 -0.266 1.795 -1.320  -0.66
C5 -1.622 -0.750 1.281  -0.65
N1 1.522 -1.196 -0.495  -0.12
N2 1.938 0.278 1.326  -0.78
N3 0.832 -2.056 -1.168  -0.56
H1 -0.044 1.619 0.953  0.20
H2 -1.346 -0.440 -1.029  0.19
H3 0.596 2.531 -1.470  0.24
H4 -1.163 2.336 -1.668  0.26
H5 -0.138 0.923 -2.010  0.21
H6 -2.693 -0.930 1.124  0.26
H7 -1.276 -0.164 2.100  0.22
H8 -1.113 -1.710 1.223  0.22
H9 2.063 -0.069 2.338  0.45
H10 1.730 1.352 1.613  0.45
H11 1.248 -2.493 -1.955  0.42
H12 -0.160 -1.829 -1.218  0.39

=====

Record 6
The following is a quantum chemistry calculation of an isolated ion of composition C5H12N3 and charge +1, from the Open Molecules 2025 dataset.

Properties
Spin multiplicity: 3
Charge: +1
LUMO level (spin up / spin down) in eV: -2.901 / -6.614
⟨S²⟩: 2.007
DFT total energy in eV: -9835.8907
HOMO (spin up / spin down) in Eh: -0.35356 / -0.51162
Frontier orbital gap (spin up / spin down) in eV: 6.720 / 7.308

Each line ends with the natural charge from an NBO analysis.
Atoms and positions in Å:
C1 1.849 -1.176 -0.056  -0.19
C2 0.680 -1.545 0.482  0.01
C3 2.190 0.192 -0.443  -0.30
C4 0.307 0.864 0.945  -0.08
C5 -2.506 0.144 -0.189  -0.45
N1 0.980 1.043 -0.290  -0.67
N2 -0.363 -0.582 0.820  -0.28
N3 -1.153 -0.447 -0.369  -0.43
H1 2.568 -1.878 -0.220  0.21
H2 0.543 -2.627 0.782  0.22
H3 3.101 0.694 0.004  0.23
H4 2.599 0.340 -1.401  0.24
H5 0.979 0.998 1.863  0.23
H6 -0.479 1.498 1.143  0.21
H7 -2.632 0.935 0.627  0.26
H8 -3.007 0.372 -1.095  0.25
H9 -3.102 -0.777 0.244  0.24
H10 1.031 1.945 -0.686  0.41
H11 -1.045 -1.314 -0.993  0.45
H12 -0.506 0.185 -1.036  0.43

=====

Q: Which of these has the highest spin multiplicity?
A: number 6